Record 1
Below is C20H55CoN5O5 as an isolated structure, with properties calculated with the ωB97M-V functional and the def2-TZVPD basis.

Each line ends with the Löwdin spin population.
Element x y z (Å)
Co 0.70536 0.14113 -0.19878  2.74
C 1.42193 0.67571 -3.41372  0.00
C 2.34252 -0.41400 -2.93727  0.00
C 3.82515 -0.20301 -3.23782  0.00
O 3.99647 -0.77590 -4.53756  0.00
C 5.31371 -1.18644 -4.77108  0.00
N 2.23272 -0.60113 -1.54547  0.04
H 1.13718 0.63622 -4.44735  0.00
H 1.82693 1.64033 -3.15484  0.00
H 0.45413 0.58884 -2.97295  0.00
H 1.99856 -1.29669 -3.40827  0.00
H 4.48793 -0.79268 -2.61706  0.00
H 4.06715 0.88297 -3.21473  0.00
H 6.02208 -0.37891 -4.84386  0.00
H 5.30737 -1.68968 -5.74509  0.00
H 5.74847 -1.90684 -4.06758  0.00
H 3.11484 -0.23757 -1.07280  0.00
H 2.37888 -1.58283 -1.25005  0.00
C -0.19545 3.30074 -1.55143  0.00
C 0.55450 3.05324 -0.28494  0.00
C -0.26239 2.68223 0.95287  0.00
O 0.12403 1.45784 1.49849  0.02
C -0.02468 1.51350 2.94374  0.00
N 1.49188 2.06269 -0.55384  0.04
H -0.50813 4.39677 -1.53340  0.00
H -1.12094 2.72956 -1.73032  0.00
H 0.45157 3.21179 -2.40242  0.00
H 1.19388 3.98746 -0.15773  0.00
H -1.30824 2.82174 0.91174  0.00
H -0.07271 3.43348 1.72665  0.00
H 0.68739 2.17966 3.40462  0.00
H 0.23756 0.64523 3.53241  0.00
H -1.01224 1.82875 3.21617  0.00
H 2.21846 2.35887 0.14030  0.00
H 2.13174 2.32205 -1.37763  0.00
C -3.18607 0.59624 2.28850  0.00
C -2.31157 -0.69457 2.07476  0.00
C -2.25030 -1.56084 3.29029  0.00
O -1.51928 -0.88220 4.28034  0.00
C -0.57841 -1.68250 5.04603  0.00
N -2.83139 -1.42947 0.96493  0.00
H -3.04004 1.32435 1.49475  0.00
H -2.87135 1.04750 3.26150  0.00
H -4.22394 0.29271 2.30118  0.00
H -1.33462 -0.36964 1.82409  0.00
H -1.70877 -2.45784 2.93678  0.00
H -3.28830 -1.78950 3.57179  0.00
H -0.04900 -0.95565 5.62957  0.00
H 0.00359 -2.26038 4.38921  0.00
H -1.13407 -2.26435 5.72120  0.00
H -3.82567 -1.54831 1.17766  0.00
H -2.44745 -2.37752 1.00664  0.00
C 2.12069 -3.28482 0.37403  0.00
C 0.82854 -2.65607 1.01488  0.00
C 1.22591 -1.59919 2.03576  0.00
O 1.83335 -0.56054 1.26669  0.03
C 2.71874 0.27155 2.02629  0.00
N 0.11177 -2.01850 -0.06312  0.04
H 2.67357 -3.85722 1.14492  0.00
H 2.80325 -2.51389 0.04522  0.00
H 1.99106 -4.06578 -0.36423  0.00
H 0.22039 -3.47575 1.53286  0.00
H 1.89460 -2.00837 2.81986  0.00
H 0.42003 -1.16264 2.57420  0.00
H 2.93960 1.11477 1.43565  0.00
H 3.71927 -0.17534 2.18746  0.00
H 2.30689 0.66878 2.94245  0.00
H -0.81588 -2.47802 -0.05960  0.00
H 0.46925 -2.47435 -0.91425  0.00
C -1.92059 -1.14642 -2.39672  0.00
C -2.16486 0.27093 -1.92632  0.01
C -3.57055 0.57083 -1.46989  0.00
O -3.52500 1.84999 -0.92811  0.00
C -4.77340 2.30789 -0.38101  0.00
N -1.30814 0.44838 -0.79462  0.03
H -2.10651 -1.86937 -1.68639  0.00
H -0.89202 -1.25519 -2.75279  0.00
H -2.53216 -1.26363 -3.22479  0.00
H -1.87639 0.95034 -2.70701  0.00
H -3.98600 -0.12988 -0.77159  0.00
H -4.26394 0.49346 -2.33067  0.00
H -4.62585 3.26007 0.12777  0.00
H -5.13938 1.71599 0.47910  0.00
H -5.58389 2.38762 -1.11409  0.00
H -1.91540 -0.13049 -0.15762  0.00
H -1.64793 1.34169 -0.52252  0.00

Summary:
- charge = +2
- HOMO-LUMO gap (spin up / spin down) (eV) = 9.7 / 9.4
- LUMO energy (spin up / spin down) (eV) = -4.82 / -5.14
- multiplicity = 4


Record 2
Below is a 5-piece molecular cluster, C20H55N5O5 overall, with properties calculated with the ωB97M-V functional and the def2-TZVPD basis.

Each line ends with the Löwdin spin population.
Element x y z (Å)
C -2.82753 1.33349 -1.47145  0.00
C -1.65302 0.45574 -1.07169  0.01
C -0.72614 0.30622 -2.24436  0.00
O 0.17264 -0.72509 -2.15055  0.00
C 1.23563 -0.75635 -3.14325  0.00
N -1.03440 1.04293 0.12652  0.08
H -3.40106 0.94605 -2.31350  0.00
H -2.40262 2.32780 -1.60895  0.00
H -3.54636 1.29049 -0.65320  0.00
H -1.93970 -0.56442 -0.81643  0.01
H -0.09333 1.16229 -2.47844  0.00
H -1.36837 0.07817 -3.09503  0.00
H 2.09496 -0.15362 -2.84935  0.00
H 0.92670 -0.48351 -4.15231  0.00
H 1.51414 -1.80470 -3.25050  0.00
H -0.32351 0.36472 0.36057  0.00
H -1.70634 1.16071 0.87132  0.00
C 3.30645 1.89572 2.90258  0.01
C 2.39110 2.24365 1.70916  0.10
C 3.08817 2.00683 0.27287  0.03
O 3.92670 3.08085 -0.03744  0.03
C 5.32111 2.83951 -0.13712  0.00
N 1.25397 1.31454 1.80802  0.60
H 3.07159 2.52615 3.76020  0.00
H 4.34572 2.15947 2.70646  0.00
H 3.25747 0.87496 3.28172  0.00
H 2.01780 3.25902 1.84248  0.05
H 2.39436 1.99908 -0.56777  0.00
H 3.61870 1.05647 0.33159  0.00
H 5.96663 3.70088 -0.30871  0.00
H 5.58602 2.10418 -0.89686  0.00
H 5.52420 2.47704 0.87058  0.00
H 0.52745 1.56909 1.15421  0.01
H 0.80254 1.40056 2.70742  0.02
C -1.41041 -5.03400 0.24844  0.00
C -2.66873 -4.75260 1.08793  0.00
C -3.69395 -3.89152 0.38127  0.00
O -4.22304 -4.55596 -0.84220  0.00
C -4.62765 -3.67616 -1.85438  0.00
N -3.29454 -6.05405 1.28756  0.00
H -0.71484 -5.72090 0.73058  0.00
H -0.86609 -4.14507 -0.07036  0.00
H -1.65240 -5.65786 -0.61200  0.00
H -2.38592 -4.45014 2.09622  0.00
H -3.09798 -3.04203 0.04765  0.00
H -4.49831 -3.60231 1.05762  0.00
H -5.64874 -3.88823 -2.17144  0.00
H -4.10097 -3.70543 -2.80824  0.00
H -4.57782 -2.66720 -1.44496  0.00
H -3.98758 -6.07702 0.55321  0.00
H -2.65366 -6.81846 1.12932  0.00
C -2.44766 3.38596 2.65566  0.00
C -3.00821 4.63519 2.04137  0.00
C -4.38377 4.50146 1.43676  0.00
O -4.59116 5.62267 0.63914  0.00
C -5.69793 5.49946 -0.28436  0.00
N -2.94451 5.77885 3.02013  0.00
H -1.38814 3.54215 2.85843  0.00
H -2.63872 2.45768 2.11724  0.00
H -2.94027 3.35371 3.62746  0.00
H -2.29099 4.85612 1.25087  0.00
H -5.07295 4.38695 2.27343  0.00
H -4.42849 3.56314 0.88388  0.00
H -6.02071 6.46341 -0.67771  0.00
H -6.57312 5.05703 0.19149  0.00
H -5.30575 4.96314 -1.14845  0.00
H -3.49618 5.45491 3.80169  0.00
H -3.34766 6.63355 2.66367  0.00
C 6.48390 -2.45521 -2.20563  0.00
C 5.65442 -2.90287 -0.94392  0.00
C 4.18813 -2.46985 -1.06813  0.00
O 3.58234 -2.37233 0.17689  0.01
C 2.27332 -1.76739 -0.03098  0.01
N 5.57116 -4.39917 -0.93989  0.00
H 7.54062 -2.72073 -2.23599  0.00
H 6.42214 -1.39088 -2.43254  0.00
H 6.12777 -2.81572 -3.17068  0.00
H 6.05030 -2.40056 -0.06128  0.00
H 3.69116 -3.06008 -1.83805  0.00
H 4.28884 -1.48078 -1.51500  0.00
H 1.61610 -1.93522 0.82224  0.00
H 1.86485 -2.35312 -0.85448  0.00
H 2.35832 -0.75398 -0.42325  0.00
H 5.19718 -4.73437 -0.06361  0.00
H 6.44662 -4.89311 -0.84140  0.00

Summary:
- charge = +1
- energy above the lowest of the compared OMol25 structures with the same formula, charge and spin (kJ/mol) = 71.66
- HOMO-LUMO gap (spin up / spin down) (eV) = 8.1 / 2.3
- LUMO energy (spin up / spin down) (eV) = -2.57 / -8.43
- multiplicity = 2


Record 3
Below is C20H55N5O5Zr as an isolated structure, with properties calculated with the ωB97M-V functional and the def2-TZVPD basis.

Each line ends with the Löwdin charge.
Element x y z (Å)
Zr 0.26394 0.59331 -0.08879  1.89
C -0.41706 2.60831 -3.83579  -0.01
C 0.18194 2.42231 -2.51779  -0.38
C -0.10506 3.35431 -1.34979  -0.09
O 0.10394 2.65931 -0.12279  -0.37
C -0.05706 3.58831 0.87321  -0.07
N -0.33006 1.18531 -2.02679  -0.08
H -0.17806 3.55131 -4.17079  0.10
H -1.45306 2.61631 -4.06579  0.12
H -0.01006 1.99631 -4.60579  0.12
H 1.16594 2.23031 -2.88779  0.14
H -1.17206 3.62531 -1.24979  0.17
H 0.39594 4.30531 -1.32779  0.15
H -1.07506 4.00931 0.76421  0.14
H 0.58794 4.46431 0.85321  0.14
H 0.06094 3.24731 1.84521  0.08
H -0.15606 0.61231 -2.87579  0.12
H -1.33106 1.25731 -2.29379  0.15
C -2.14806 1.59131 2.76021  0.01
C -2.38606 0.45531 1.74221  -0.43
C -3.82006 0.16131 1.50621  -0.13
O -3.98506 -0.79369 0.38221  -0.23
C -5.32806 -1.05969 -0.03079  -0.03
N -1.79606 0.67431 0.45221  -0.06
H -2.68206 1.33031 3.61621  0.08
H -2.57706 2.64831 2.53021  0.15
H -1.13506 1.83031 3.03121  0.05
H -2.16306 -0.47469 2.24721  0.13
H -4.49106 1.04231 1.42621  0.17
H -4.12906 -0.40769 2.38021  0.15
H -5.38406 -1.82369 -0.77079  0.09
H -5.80306 -0.19769 -0.26679  0.06
H -6.01906 -1.53269 0.72721  0.14
H -2.45206 1.46231 0.18721  0.17
H -2.34306 -0.10769 -0.05079  0.11
C 3.80694 -1.85369 -0.89379  0.01
C 2.85694 -0.70169 -0.60779  -0.44
C 3.41494 0.59431 -1.00879  -0.18
O 2.40994 1.58031 -0.76279  -0.31
C 3.02194 2.86031 -1.19679  0.00
N 1.50094 -0.70869 -1.13479  -0.07
H 3.69194 -2.21169 -1.92079  0.11
H 3.76594 -2.62569 -0.09979  0.11
H 4.86094 -1.53069 -0.93079  0.12
H 2.91894 -0.81469 0.46721  0.11
H 3.55294 0.51931 -2.06579  0.14
H 4.45694 0.78131 -0.62879  0.19
H 2.33394 3.72731 -0.90379  0.12
H 3.40994 2.81331 -2.20579  0.12
H 3.92994 3.13331 -0.63179  0.12
H 1.37694 -1.73569 -1.43579  0.16
H 1.73294 -0.52469 -2.16379  0.17
C -1.34706 -4.87569 -0.26979  -0.03
C -0.73706 -3.56369 -0.64179  -0.45
C -1.71906 -2.38869 -0.50479  -0.14
O -1.16006 -1.22669 -1.23279  -0.31
C -1.33706 -1.53269 -2.61679  -0.05
N 0.40594 -3.41769 0.20421  0.02
H -1.54106 -4.90569 0.83321  0.11
H -0.69806 -5.73769 -0.66179  0.14
H -2.33306 -4.91269 -0.80379  0.11
H -0.47806 -3.73069 -1.67779  0.14
H -1.98406 -2.20669 0.53221  0.11
H -2.76906 -2.69169 -0.73979  0.15
H -2.29606 -2.10669 -2.72579  0.15
H -0.51606 -2.13569 -2.99479  0.10
H -1.39006 -0.71369 -3.30979  0.09
H 1.09894 -3.94469 -0.29479  0.11
H 0.36394 -4.03969 1.04621  0.13
C 2.14194 -1.82769 2.74421  0.01
C 0.91494 -0.88569 2.70621  -0.31
C 1.28194 0.51131 2.87321  -0.19
O 1.48294 1.19131 1.63321  -0.29
C 2.60694 2.10031 1.95321  0.02
N 0.25094 -1.01569 1.35321  -0.09
H 2.98194 -1.42269 2.25721  0.06
H 1.98294 -2.80869 2.27521  0.09
H 2.35194 -1.97869 3.81121  0.13
H 0.15894 -1.32169 3.33721  0.16
H 2.12794 0.46631 3.54121  0.15
H 0.61894 0.92931 3.55821  0.12
H 3.58194 1.64231 1.96621  0.13
H 2.41594 2.49331 2.91821  0.11
H 2.70894 3.05331 1.44621  0.10
H -0.64806 -1.41869 1.70921  0.10
H 0.59894 -2.00469 1.11321  0.06

Summary:
- charge = +4
- energy above the lowest of the compared OMol25 structures with the same formula, charge and spin (kJ/mol) = 37.51
- HOMO-LUMO gap (eV) = 8.3
- LUMO energy (eV) = -12.40


Molar mass for every record listed, in sequence, given in g mol⁻¹: 504.62; 445.69; 536.91.